1.
Here is C28H47N4O4PdSi as an isolated structure from the Open Molecules 2025 dataset. Energies are from wB97M-V/def2-TZVPD.

Each line ends with the Mulliken charge.
Element x y z (Å)
Pd -0.133 -0.383 0.267  -0.319
C 4.004 -2.187 1.018  -1.253
N 3.285 -1.163 0.291  0.389
C 2.505 -1.587 -0.866  -0.305
C 3.040 0.081 0.799  0.419
O 2.170 0.821 0.368  -0.600
N 3.852 0.461 1.895  0.097
C 3.327 1.621 2.602  -0.812
C 5.272 0.588 1.605  -1.124
H 3.401 -3.097 1.050  0.392
H 4.181 -1.863 2.040  0.426
H 4.963 -2.434 0.550  0.327
H 2.332 -2.660 -0.803  0.416
H 3.019 -1.363 -1.806  0.251
H 1.527 -1.077 -0.855  -0.365
H 2.257 1.502 2.748  0.135
H 3.492 2.553 2.049  0.314
H 3.824 1.689 3.572  0.316
H 5.633 -0.264 1.034  0.330
H 5.832 0.637 2.541  0.354
H 5.486 1.501 1.032  0.366
C -0.346 -1.364 -3.338  -0.854
O -0.966 -1.472 -2.078  -0.360
H 0.314 -0.490 -3.393  0.283
H -1.078 -1.285 -4.153  0.285
H 0.258 -2.260 -3.517  0.268
H -1.221 -0.545 -1.785  0.547
C -0.657 -0.923 4.903  -1.081
N -1.263 -1.928 4.058  0.383
C -2.435 -2.597 4.582  -0.718
C -3.290 -3.153 3.465  -0.379
C -2.418 -3.946 2.515  -0.699
N -1.306 -3.142 2.052  0.410
C -0.790 -3.390 0.717  -0.097
C -0.685 -2.207 2.834  0.366
O 0.342 -1.629 2.478  -0.763
H -1.383 -0.140 5.140  0.372
H 0.181 -0.483 4.373  0.146
H -0.299 -1.361 5.843  0.327
H -3.008 -1.872 5.166  0.385
H -2.141 -3.402 5.271  0.310
H -3.747 -2.328 2.914  0.030
H -4.085 -3.782 3.871  0.392
H -2.998 -4.248 1.643  0.404
H -2.062 -4.866 3.002  0.258
H -1.620 -3.578 0.038  0.389
H -0.101 -4.245 0.697  0.263
H -0.268 -2.490 0.358  -0.548
C -3.535 0.284 1.425  -2.090
C -3.021 1.713 1.212  2.938
C -3.996 2.694 1.866  -1.975
C -1.650 1.868 1.867  -1.089
Si -2.717 1.944 -0.656  -0.458
O -1.602 0.966 -1.184  -0.844
C -4.355 1.670 -1.605  0.667
C -5.570 2.330 -1.386  -0.052
C -6.687 2.091 -2.179  -0.832
C -6.616 1.177 -3.223  -0.379
C -5.423 0.502 -3.457  -0.543
C -4.313 0.748 -2.657  -0.361
C -2.245 3.772 -0.921  0.551
C -3.098 4.872 -0.795  -0.013
C -2.652 6.169 -1.021  -0.755
C -1.331 6.397 -1.386  -0.447
C -0.462 5.321 -1.519  -0.547
C -0.918 4.027 -1.291  -0.324
H -3.647 0.082 2.501  0.457
H -2.827 -0.446 1.013  0.195
H -4.507 0.127 0.941  0.303
H -4.046 2.507 2.948  0.487
H -5.011 2.590 1.469  0.286
H -3.677 3.732 1.725  0.389
H -1.695 1.588 2.929  0.223
H -1.307 2.909 1.805  0.380
H -0.865 1.263 1.363  -0.307
H -5.663 3.044 -0.574  0.039
H -7.614 2.621 -1.988  0.378
H -7.484 0.988 -3.844  0.349
H -5.360 -0.218 -4.266  0.395
H -3.382 0.217 -2.837  0.317
H -4.138 4.727 -0.517  0.143
H -3.335 7.005 -0.919  0.388
H -0.981 7.408 -1.564  0.339
H 0.570 5.491 -1.806  0.400
H -0.245 3.179 -1.396  0.318

**Energy above the lowest of the compared OMol25 structures with the same formula, charge and spin**: 0.771 eV
**Net charge**: -1

=====

2.
Here is C28H48BBr3CaF6LiNO14PS2 as an isolated structure from the Open Molecules 2025 dataset. Energies are from wB97M-V/def2-TZVPD.

Each line ends with the Mulliken charge.
Element x y z (Å)
C 4.036 -1.449 0.182  -0.626
C 3.334 -1.653 -1.167  -0.458
O 2.797 -0.448 -1.742  -0.602
P 1.677 0.346 -0.870  1.160
O 2.287 1.477 -0.209  -0.810
C 0.757 -0.720 0.287  -0.835
C 1.001 -0.293 1.758  -0.901
C 0.971 -1.486 2.698  0.560
C 0.753 -1.298 4.185  -1.204
C 0.831 -2.808 4.597  -0.659
C 0.045 -3.398 3.478  0.617
C -0.750 -4.657 3.422  -0.515
C -0.196 -5.550 2.290  -1.193
N 0.092 -2.645 2.431  0.197
O 0.630 0.840 -1.977  -0.444
C 0.067 -0.206 -2.786  0.042
C -1.383 -0.540 -2.395  -1.406
H 3.398 -1.800 0.986  -0.168
H 4.904 -2.096 0.194  0.473
H 4.323 -0.412 0.300  0.338
H 4.083 -1.998 -1.872  0.459
H 2.602 -2.456 -1.125  0.282
H -0.301 -0.586 0.097  0.486
H 0.962 -1.776 0.111  0.611
H 1.914 0.281 1.847  0.555
H 0.192 0.371 2.044  0.372
H 1.987 -1.894 2.661  -0.358
H -0.128 -0.780 4.541  0.412
H 1.700 -0.899 4.534  0.375
H 1.865 -3.119 4.702  0.404
H 0.333 -2.910 5.562  0.175
H -1.752 -4.363 3.123  0.353
H -0.743 -5.166 4.375  0.184
H -0.554 -5.225 1.318  0.330
H -0.464 -6.585 2.449  0.403
H 0.887 -5.481 2.246  0.345
H -0.407 -2.885 1.586  0.371
H 0.644 -1.128 -2.766  0.161
H 0.076 0.119 -3.820  0.397
H -1.420 -1.578 -2.072  0.372
H -2.065 -0.455 -3.231  0.344
H -1.706 0.055 -1.550  0.278
C 4.339 0.829 -6.661  -1.053
S 3.579 -0.029 -5.305  0.546
O 2.129 -0.017 -5.714  -0.648
C 3.790 1.254 -4.080  0.022
H 4.259 0.208 -7.554  0.403
H 3.772 1.752 -6.792  0.211
H 5.386 1.059 -6.479  0.363
H 3.344 2.184 -4.440  0.287
H 4.853 1.398 -3.882  0.427
H 3.289 0.933 -3.167  -0.405
C 1.462 4.896 1.577  -0.382
Br 2.468 5.132 3.197  -0.023
Br 0.332 3.340 1.663  0.042
Br 0.453 6.471 1.116  -0.006
H 2.171 4.730 0.779  0.404
B 0.593 0.155 7.618  0.578
F 0.888 -1.225 7.380  -0.383
F 1.764 0.905 7.446  -0.398
F -0.365 0.558 6.649  -0.420
F 0.082 0.322 8.899  -0.360
F -1.131 -3.674 7.307  -0.283
C -1.545 -4.931 7.541  0.281
C -2.678 -5.396 6.901  -0.246
C -3.098 -6.697 7.140  -0.438
C -2.390 -7.507 8.016  -0.532
C -1.256 -7.019 8.652  -0.376
C -0.824 -5.723 8.412  -0.486
H -3.222 -4.742 6.230  0.494
H -3.981 -7.077 6.643  0.368
H -2.723 -8.519 8.204  0.381
H -0.707 -7.648 9.339  0.368
H 0.060 -5.325 8.892  0.468
Li 2.083 1.680 -7.152  0.712
C -2.543 3.692 -0.945  -0.788
C -2.754 5.116 -0.473  0.180
O -3.411 5.909 -1.475  -0.407
C -4.719 5.694 -1.610  0.757
O -5.383 4.919 -0.971  -0.554
O -5.169 6.485 -2.586  -0.354
C -6.554 6.306 -2.895  -0.638
H -2.008 3.682 -1.897  0.283
H -1.968 3.132 -0.210  0.099
H -3.496 3.185 -1.099  0.379
H -1.794 5.601 -0.299  -0.147
H -3.312 5.150 0.462  0.383
H -7.170 6.407 -2.005  0.299
H -6.713 5.331 -3.355  0.288
H -6.820 7.084 -3.604  0.226
O 0.003 9.162 3.546  -0.333
S 0.582 10.126 2.611  1.292
O 1.923 9.710 2.203  -0.355
O 0.660 11.418 3.290  -0.378
O -0.262 10.208 1.420  -0.372
C -1.219 -1.927 -9.493  -0.404
C -0.012 -2.190 -10.352  0.273
O 0.558 -0.861 -10.491  -0.209
C 0.190 -0.193 -9.364  0.461
O 0.717 0.850 -9.006  -0.481
O -0.769 -0.810 -8.699  -0.180
F -0.338 -2.647 -11.567  -0.244
H -2.089 -1.629 -10.080  0.295
H -1.482 -2.770 -8.862  0.290
H 0.729 -2.851 -9.902  0.289
Ca 0.174 1.684 -11.088  0.260

**Energy above the lowest of the compared OMol25 structures with the same formula, charge and spin**: 1.177 eV
**Net charge**: +1

=====

Number 1: largest force on an atom 0.47 eV/Å. Number 2: largest force on an atom 2.45 eV/Å.